Entry 1:
Entry from the OMol25 dataset: 4 unconnected molecules or ions with the total composition C12H34BBrINO5PS at a distorted geometry (ωB97M-V with the def2-TZVPD basis set).

Values from the calculation:
Net charge   +1
Kohn-Sham gap   4.863 eV
DFT total energy   -4544.4363 Eh
Multiplicity   1
M   553.07 g/mol

The geometry in XYZ format:
```
57
Properties=species:S:1:pos:R:3:forces:R:3
N -1.79346 2.41296 -1.66620 -1.08 1.23 -1.65
B -2.49925 3.07207 -2.76153 3.08 -1.13 -0.18
O -1.89553 3.19885 -4.02470 -1.39 0.08 2.00
S -4.22174 3.84817 -2.49609 -0.12 1.28 -0.72
Br -3.94257 5.36214 -0.88189 -0.14 -1.06 -0.53
P -5.45867 2.24153 -1.68404 -0.82 -1.78 1.39
O -4.56842 0.82934 -1.69944 -0.59 1.90 -0.55
I -7.14626 2.00725 -3.47650 0.91 0.09 0.31
H -0.80741 2.47046 -1.90787 0.15 -0.39 0.21
H -2.07268 1.43821 -1.60504 -0.05 0.02 0.76
H -2.42542 2.70617 -4.65559 -0.03 0.24 -0.85
H -4.42648 0.49795 -2.59403 0.00 -0.46 -0.16
C 1.44847 5.09682 2.64422 -0.22 0.14 -0.08
C 1.52833 4.15249 1.45878 0.28 0.10 0.14
O 0.28780 3.94900 0.79754 -0.18 -0.27 -0.12
C -0.32005 5.09770 0.24385 0.08 0.11 -0.03
C 0.52241 5.78887 -0.81537 0.11 0.01 0.06
H 0.70461 4.74656 3.36219 0.06 -0.04 0.01
H 2.41567 5.16237 3.14239 -0.01 -0.04 -0.01
H 1.16069 6.10552 2.34144 0.10 0.02 0.02
H 1.84452 3.17196 1.81062 -0.12 -0.04 -0.10
H 2.29092 4.48323 0.74532 -0.03 0.08 0.00
H -0.60720 5.79852 1.03584 0.06 0.07 -0.01
H -1.24762 4.75233 -0.21526 0.07 -0.18 0.13
H 1.45468 6.17487 -0.40263 -0.04 0.07 -0.02
H -0.02268 6.63063 -1.24675 0.00 -0.02 0.00
H 0.78393 5.09130 -1.61413 -0.02 0.01 -0.02
C 1.30976 0.56165 1.86330 -0.10 -0.19 0.09
C 2.66336 0.12093 1.33443 -0.02 0.04 -0.09
O 3.44377 -0.59116 2.27306 0.14 0.11 0.06
C 2.88311 -1.79826 2.76050 -0.03 -0.17 0.03
C 2.61129 -2.82809 1.67796 -0.07 0.12 -0.15
H 1.42924 1.16061 2.76812 -0.01 0.01 -0.03
H 0.78347 1.15588 1.11359 0.02 0.04 0.03
H 0.67747 -0.29079 2.11895 -0.02 0.01 -0.06
H 3.24630 1.00548 1.06938 0.11 -0.07 0.08
H 2.55155 -0.46045 0.41206 -0.08 -0.02 0.00
H 1.97751 -1.59116 3.34100 -0.06 -0.01 -0.04
H 3.61266 -2.20475 3.46184 0.06 0.15 -0.02
H 1.86650 -2.47544 0.96140 -0.04 -0.07 0.03
H 2.23628 -3.75314 2.11829 0.03 0.01 0.01
H 3.52224 -3.04776 1.11956 0.00 -0.03 0.05
C -0.40255 -6.16786 1.04703 0.05 -0.16 -0.09
C -0.48964 -5.07253 -0.00062 -0.07 0.00 0.12
O 0.46682 -5.19223 -1.03707 0.11 0.21 -0.04
C 0.40301 -6.37939 -1.80965 0.00 -0.10 -0.10
C -0.91786 -6.56959 -2.53483 -0.14 0.07 0.13
H 0.60014 -6.20651 1.47633 -0.03 0.05 0.02
H -1.12210 -5.98743 1.84667 0.02 0.02 -0.01
H -0.61440 -7.15093 0.62373 -0.08 0.02 0.04
H -0.29680 -4.11085 0.47927 0.11 0.02 -0.13
H -1.50104 -5.01064 -0.41913 -0.03 -0.09 0.02
H 0.63882 -7.25025 -1.18982 -0.07 -0.03 0.01
H 1.20300 -6.29917 -2.54674 0.04 0.12 0.10
H -1.75104 -6.67916 -1.83810 0.02 -0.09 -0.02
H -0.88421 -7.46573 -3.15532 0.03 0.02 0.00
H -1.13329 -5.70857 -3.17032 0.05 -0.03 -0.03
```
Positions in Å, forces in eV/Å.

Taken from the Löwdin analysis, the atomic charges in e are: 0.160, -0.826, 0.112, 0.365, 0.493, 0.313, -0.399, 0.494, 0.101, 0.086, 0.108, 0.049, -0.066, -0.270, -0.169, -0.307, -0.067, 0.085, 0.084, 0.068, 0.089, 0.114, 0.113, 0.032, 0.073, 0.078, 0.079, -0.086, -0.282, -0.152, -0.276, -0.076, 0.082, 0.064, 0.068, 0.116, 0.108, 0.107, 0.121, 0.059, 0.075, 0.087, -0.076, -0.290, -0.164, -0.279, -0.081, 0.079, 0.078, 0.068, 0.105, 0.104, 0.109, 0.119, 0.065, 0.079, 0.078

Entry 2:
Entry from the OMol25 dataset: a molecular structure, C18H36F6N8OS2SbSc at a distorted geometry (ωB97M-V with the def2-TZVPD basis set).

Values from the calculation:
Net charge   +3
Kohn-Sham gap (alpha / beta)   7.840 / 5.405 eV
⟨S²⟩   0.754
Energy relative to the best compared isomer or geometry (same formula, charge and spin)   0.0 kcal per mole
DFT total energy   -3616.7192 Eh
Multiplicity   2
M   725.38 g/mol

The geometry in XYZ format:
```
73
Properties=species:S:1:pos:R:3:forces:R:3
Sc -0.00147 -0.85676 -0.53796 0.26 0.30 -1.34
N -2.15528 -0.08670 -1.00320 -0.15 -0.22 0.29
C -2.82104 -0.98889 -1.98494 0.06 0.17 0.02
C -1.99175 -1.14369 -3.25084 0.03 -0.07 -0.13
N -0.50780 -1.08926 -3.04308 -0.02 -0.15 0.04
C 0.03877 0.05499 -3.80314 0.05 -0.10 -0.07
C -0.33666 1.36269 -3.16357 -0.02 0.18 0.00
N 0.19575 1.37902 -1.78628 0.05 -0.06 0.31
C 0.13235 -2.33858 -3.53383 -0.01 0.13 -0.12
C 0.10096 -3.38441 -2.45666 0.14 -0.07 0.13
N 0.88207 -2.86160 -1.30196 -0.16 -0.05 0.18
H -2.68509 -0.15893 -0.13608 -0.05 0.03 0.01
H -2.24809 0.87288 -1.31089 0.01 0.07 0.00
H -3.81511 -0.61844 -2.23877 0.01 0.00 -0.03
H -2.95373 -1.94266 -1.49897 -0.03 -0.08 0.02
H -2.26447 -0.38256 -3.98394 0.00 0.03 0.03
H -2.25931 -2.09692 -3.70829 0.00 -0.01 0.02
H -0.29235 0.02979 -4.84654 -0.02 -0.02 0.01
H 1.12708 -0.03100 -3.81608 0.00 0.04 0.01
H -1.41984 1.49169 -3.13038 0.00 -0.03 -0.01
H 0.05029 2.18754 -3.76504 0.01 0.01 0.03
H -0.16564 2.18626 -1.28894 -0.01 0.01 0.06
H 1.19925 1.52557 -1.83160 0.02 0.01 -0.03
H 1.16752 -2.10549 -3.79172 0.00 -0.05 -0.01
H -0.33775 -2.69671 -4.45310 -0.04 0.02 0.02
H 0.49980 -4.33518 -2.81113 0.04 0.02 -0.02
H -0.91468 -3.56879 -2.11943 -0.04 -0.02 -0.04
H 1.87180 -2.89836 -1.52153 0.06 0.02 0.00
H 0.74331 -3.50498 -0.52371 0.03 -0.08 0.00
C 5.27991 1.41410 0.19734 -0.15 -0.14 -0.04
N 4.19549 0.64733 -0.42734 0.05 0.03 0.00
C 4.27755 -0.01722 -1.62276 0.03 0.04 0.03
C 3.06132 -0.59066 -1.82256 0.03 0.07 0.07
N 2.23140 -0.28973 -0.75978 0.00 -0.14 -0.07
C 2.95526 0.46142 0.05286 0.22 -0.04 0.09
H 6.20374 0.84988 0.10768 0.03 0.03 0.01
H 5.05085 1.55113 1.25032 0.01 0.03 0.00
H 5.38336 2.37891 -0.29204 0.03 0.01 0.00
H 5.18211 -0.03556 -2.20668 -0.01 0.00 -0.01
H 2.74980 -1.20545 -2.64792 0.02 0.02 -0.01
H 2.63419 0.85494 1.00345 -0.04 -0.01 -0.01
C -1.10414 -1.40858 3.41147 -0.03 0.08 0.14
S 0.30872 -2.02883 2.54241 0.04 -0.03 -0.54
C 1.56570 -1.72090 3.74226 0.13 0.01 0.17
O 0.59206 -0.95274 1.44590 -0.16 0.11 0.27
H -0.86858 -0.42846 3.82251 -0.06 0.02 0.01
H -1.34634 -2.12444 4.19769 -0.01 0.03 0.00
H -1.93089 -1.37579 2.70587 -0.02 0.01 0.03
H 1.40807 -2.42113 4.56463 0.02 0.03 0.01
H 1.50501 -0.69177 4.09247 0.07 -0.01 0.02
H 2.52455 -1.93185 3.27270 0.01 0.01 0.03
F -1.26629 -2.32139 0.02112 -0.39 -0.41 0.57
Sb -2.44513 -4.06134 0.59552 -0.08 0.11 0.02
F -3.65146 -2.66076 0.82084 -0.33 0.29 0.03
F -2.83268 -4.12636 -1.22251 -0.04 0.05 -0.41
F -3.48911 -5.51521 0.99889 -0.05 -0.15 0.00
F -0.76786 -4.80197 0.27244 0.37 -0.34 -0.11
F -1.92616 -3.81158 2.36869 0.16 0.12 0.30
N -1.37185 5.68915 4.82770 -0.05 -0.11 0.13
C -1.21519 5.72260 3.53745 0.02 0.27 -0.33
S -1.11698 7.15541 2.63224 0.01 -0.25 0.18
C -1.08450 4.45179 2.76598 -0.01 0.24 0.14
C -1.79924 4.27108 1.58951 -0.01 -0.18 -0.02
C -1.65000 3.05605 0.93071 -0.15 -0.02 0.05
N -0.85855 2.06904 1.34852 0.04 0.20 -0.03
C -0.16200 2.27669 2.46827 -0.05 0.00 -0.01
C -0.23792 3.44382 3.21595 0.01 -0.12 -0.03
H -1.42779 6.52245 5.40328 0.01 0.04 -0.06
H -1.51513 4.80424 5.29928 0.01 0.01 0.02
H -2.49077 5.01085 1.20896 0.02 0.02 0.03
H -2.23610 2.87242 0.03662 0.04 0.02 -0.02
H 0.48144 1.46389 2.78356 0.02 0.01 -0.01
H 0.36530 3.55397 4.10812 -0.01 0.03 -0.01
```
Positions in Å, forces in eV/Å.

Taken from the Löwdin analysis, the atomic charges in e are: 1.052, -0.029, -0.178, -0.125, -0.180, -0.177, -0.201, -0.010, -0.162, -0.179, -0.014, 0.101, 0.068, 0.141, 0.064, 0.128, 0.139, 0.149, 0.114, 0.112, 0.137, 0.070, 0.081, 0.114, 0.146, 0.146, 0.084, 0.098, 0.078, 0.029, -0.098, -0.008, -0.117, -0.057, -0.142, 0.108, 0.097, 0.105, 0.146, 0.095, 0.135, -0.220, 0.973, -0.214, -0.625, 0.060, 0.088, 0.055, 0.088, 0.064, 0.074, -0.422, 1.474, -0.313, -0.305, -0.276, -0.306, -0.339, 0.208, -0.653, 1.071, -0.232, 0.005, -0.105, 0.084, -0.105, 0.021, 0.159, 0.158, 0.125, 0.115, 0.097, 0.134